Record 1
Below is a structure of composition C28H56MnO21, with properties calculated with ωB97M-V/def2-TZVPD.

spin multiplicity	6
HOMO energy (spin up / spin down)	-0.5553 / -0.5602	Eh
E_LUMO (spin up / spin down)	-3.74 / -3.78	eV
net charge	+2
strongest force on any atom	6.09	eV/A
energy above the lowest of the compared OMol25 structures with the same formula, charge and spin	2.241	eV
orbital gap (spin up / spin down)	11.37 / 11.46	eV

```
106
Properties=species:S:1:pos:R:3:lowdin_spin:R:1
Mn -0.35545 -11.56930 30.20277 4.7305
C -5.57602 -14.40134 29.15814 0.0000
C -4.19636 -14.80639 28.73162 0.0003
O -3.29424 -13.72924 28.69427 0.0022
C -1.96609 -13.91512 28.58918 0.0087
O -1.15556 -13.02896 28.88834 0.0328
O -1.69148 -15.15107 28.20274 0.0035
C -0.32974 -15.58012 28.04022 0.0001
H -6.25684 -13.99827 28.40840 0.0000
H -5.55092 -13.70191 29.99376 0.0000
H -6.07927 -15.28543 29.54960 0.0000
H -4.22997 -15.21160 27.72029 0.0001
H -3.85077 -15.65663 29.31961 0.0001
H 0.22716 -14.81875 27.49409 0.0000
H -0.25182 -16.55078 27.55049 0.0000
H 0.07363 -15.71552 29.04374 0.0000
C 3.73722 -7.98101 26.10572 0.0000
C 2.90760 -9.33369 25.99357 0.0002
O 2.32002 -9.63677 27.19182 0.0013
C 1.53404 -10.79744 27.38187 0.0046
O 0.91847 -11.07307 28.40949 0.0270
O 1.66054 -11.64400 26.28418 0.0012
C 1.09032 -12.90732 26.19454 0.0000
H 4.74422 -8.21754 26.44940 0.0000
H 3.33521 -7.33434 26.88566 0.0000
H 3.90237 -7.49940 25.14194 0.0000
H 3.44174 -10.14361 25.49674 0.0000
H 2.02637 -9.23304 25.36000 0.0000
H 1.67405 -13.73426 26.59893 0.0000
H 1.10168 -13.14343 25.13048 0.0000
H 0.04720 -12.93326 26.50967 0.0000
C -1.07883 -16.37353 31.46647 0.0001
C 0.26985 -15.77778 31.77512 0.0001
O 0.08050 -14.98291 32.91367 0.0032
C 0.04354 -13.59720 32.73284 0.0087
O 0.02891 -12.99182 31.67083 0.0356
O -0.03126 -12.97336 33.94299 0.0023
C 0.01643 -13.65413 35.12948 0.0003
H -1.07235 -17.04115 30.60488 0.0000
H -1.72269 -15.55349 31.14853 0.0000
H -1.52675 -16.85427 32.33616 0.0000
H 0.78209 -15.35019 30.91321 0.0000
H 0.86689 -16.58285 32.20350 0.0000
H -0.81542 -14.34634 35.25980 0.0001
H 0.07924 -12.96173 35.96896 0.0000
H 0.87742 -14.31964 35.19187 0.0001
C 3.24995 -11.55169 35.10000 0.0000
C 3.50557 -10.65021 33.88768 0.0002
O 2.44193 -10.95295 32.99928 0.0015
C 2.35581 -10.38106 31.79406 0.0056
O 1.46025 -10.66274 31.03047 0.0297
O 3.44168 -9.57758 31.50815 0.0025
C 3.60854 -9.02616 30.18450 0.0001
H 4.05196 -11.41546 35.82547 0.0000
H 3.24586 -12.58725 34.75986 0.0000
H 2.23960 -11.33962 35.44973 0.0000
H 4.42945 -10.94638 33.39085 0.0000
H 3.58390 -9.59366 34.14390 0.0000
H 2.73280 -8.44695 29.89176 0.0000
H 3.71472 -9.87101 29.50403 0.0000
H 4.50595 -8.40971 30.13212 0.0000
C 0.21489 -7.02296 29.22263 0.0000
C -1.12370 -7.31637 29.85500 0.0000
O -2.01186 -7.82274 28.81646 0.0026
C -2.08429 -9.16424 28.67725 0.0079
O -1.38356 -10.01575 29.25823 0.0341
O -2.96924 -9.42656 27.69099 0.0024
C -3.32262 -10.75919 27.32694 0.0000
H 0.63765 -7.96325 28.86874 0.0000
H 0.93821 -6.51169 29.85785 0.0000
H 0.05309 -6.32028 28.40522 0.0000
H -1.60907 -6.38726 30.15380 0.0000
H -0.97966 -7.88105 30.77613 -0.0001
H -3.37233 -11.26430 28.29155 -0.0001
H -2.56782 -11.22095 26.69040 0.0000
H -4.31078 -10.70707 26.86987 0.0000
C -3.92548 -12.31645 35.05273 0.0001
C -3.77016 -13.33748 33.91566 0.0001
O -2.96040 -12.84455 32.84049 0.0009
C -3.26621 -12.04942 31.80143 0.0058
O -2.39041 -11.81454 30.98608 0.0271
O -4.51036 -11.58276 31.92445 0.0021
C -5.10642 -10.81536 30.86755 0.0001
H -4.30456 -11.36895 34.66977 0.0000
H -2.91307 -12.02794 35.33537 0.0000
H -4.45324 -12.59485 35.96491 0.0000
H -4.72421 -13.72338 33.55655 0.0000
H -3.22351 -14.18692 34.32520 0.0000
H -4.55569 -9.91664 30.58990 0.0000
H -6.04043 -10.36258 31.20028 0.0000
H -5.19987 -11.42612 29.96959 0.0000
C -0.99052 -9.55798 36.38134 0.0000
C 0.06904 -9.05803 35.41560 0.0000
O -0.03035 -9.59496 34.10432 -0.0001
C -0.98332 -9.28175 33.18134 0.0010
O -1.03532 -9.76296 32.07322 0.0123
O -1.91911 -8.52143 33.73499 0.0006
C -2.98355 -7.97992 32.88996 0.0000
H -2.04356 -9.52774 36.10152 0.0000
H -0.85228 -9.00110 37.30810 0.0000
H -0.90600 -10.63298 36.54045 0.0000
H 1.02618 -9.12425 35.93288 0.0000
H -0.01985 -7.98800 35.22793 0.0000
H -3.66259 -8.83247 32.90352 0.0000
H -2.68391 -7.69901 31.88031 0.0000
H -3.53145 -7.12572 33.28776 0.0000
```

Record 2
Below is a cluster of 2 separate species, C4H14N2O in total, with properties calculated with ωB97M-V/def2-TZVPD.

HOMO energy	-0.3126	Eh
E_LUMO	0.61	eV
SMILES	CNCCCN.O
strongest force on any atom	5.35	eV/A
energy above the lowest of the compared OMol25 structures with the same formula, charge and spin	3.127	eV
orbital gap	9.11	eV

```
21
Properties=species:S:1:pos:R:3:mulliken_charge:R:1
C 0.82714 -0.45434 -3.07461 -0.9621
N 0.21915 -0.21942 -1.79013 -0.1694
C 0.80081 0.29049 -0.48473 -0.9112
C 0.01336 1.48187 0.05976 -0.2264
C -1.15394 0.92781 0.86333 -0.3318
N -1.36337 1.37725 2.27043 -0.6831
H 0.64903 0.34333 -3.81858 0.2652
H 1.90672 -0.60568 -3.00185 0.3155
H 0.63828 -1.42212 -3.59332 0.3209
H -0.61043 -0.83153 -1.73762 0.2067
H 1.27776 -0.30316 0.26512 0.3329
H 1.58516 0.82072 -0.96304 0.4454
H -0.11236 2.37247 -0.66081 0.2576
H 0.82665 1.82328 0.75990 0.2327
H -1.06569 -0.20857 0.83697 0.1863
H -2.05147 1.23454 0.39733 0.2584
H -1.93707 0.70902 2.76132 0.2419
H -0.54642 1.30042 2.84240 0.2297
O 0.11774 -2.83129 3.08571 -0.6495
H -0.39147 -3.53392 2.69197 0.3168
H 0.37043 -2.27119 2.29044 0.3236
```

Record 3
Below is a structure of composition C31H26F5InO3, with properties calculated with ωB97M-V/def2-TZVPD.

HOMO energy	-0.4899	Eh
E_LUMO	-11.36	eV
net charge	+2
strongest force on any atom	1.76	eV/A
energy above the lowest of the compared OMol25 structures with the same formula, charge and spin	0.099	eV
orbital gap	1.97	eV

```
66
Properties=species:S:1:pos:R:3:mulliken_charge:R:1
In 23.54982 -9.46213 -20.33438 1.0219
O 20.81750 -7.57459 -24.18968 -0.1514
C 21.62548 -7.37400 -23.09049 0.7224
O 22.32404 -8.28915 -22.64390 -0.5734
O 21.59562 -6.20301 -22.62993 -0.5732
H 20.50239 -6.65355 -24.27952 -0.0530
F 23.73925 -10.79276 -22.87835 -0.3784
C 23.04441 -11.71507 -23.59850 0.4827
C 23.18015 -13.05285 -23.29567 -0.4518
C 22.42224 -13.97515 -24.01401 -0.4811
C 21.49658 -13.53741 -24.96048 -0.6626
C 21.40370 -12.18212 -25.26914 -0.4559
C 22.23213 -11.27476 -24.62948 -0.1881
H 23.87064 -13.40640 -22.53997 0.4530
H 22.62626 -15.02546 -23.85583 0.4393
H 21.07190 -14.29806 -25.60431 0.4663
H 20.80970 -11.91400 -26.13205 0.4477
H 22.15748 -10.22327 -24.87687 0.4244
F 17.64100 -5.77576 -28.00757 -0.3278
C 18.54566 -4.99711 -27.45186 0.3676
C 18.33528 -3.61956 -27.40541 -0.4417
C 19.28767 -2.79552 -26.87589 -0.7671
C 20.50699 -3.35435 -26.42779 -0.0076
C 20.70174 -4.72858 -26.47501 0.1067
C 19.72880 -5.55724 -26.96048 -0.4148
H 17.36752 -3.20727 -27.66847 0.4499
H 19.25236 -1.71602 -26.91506 0.4512
H 21.29163 -2.65226 -26.17658 0.1848
H 21.62561 -5.13706 -26.08690 0.2750
H 19.85824 -6.63199 -26.96901 0.4691
F 21.13758 -10.72493 -21.30246 -0.2486
C 20.10521 -11.17282 -22.06672 0.1599
C 19.80952 -12.51994 -22.00736 -0.3043
C 18.76310 -13.00275 -22.76855 -0.5774
C 18.01761 -12.13208 -23.56862 -0.8301
C 18.39461 -10.80133 -23.66167 -0.7596
C 19.44073 -10.29870 -22.90827 0.4596
H 20.45816 -13.18774 -21.45602 0.5035
H 18.53731 -14.05913 -22.71649 0.4526
H 17.15089 -12.51781 -24.08692 0.4452
H 17.78863 -10.12957 -24.25795 0.5500
H 19.68644 -9.24616 -22.91018 0.3180
F 23.02330 -3.41497 -22.87686 -0.2594
C 23.44140 -3.41272 -24.12199 0.4644
C 23.62218 -2.18380 -24.76653 -0.4870
C 24.06277 -2.15262 -26.06596 -0.5253
C 24.35045 -3.39219 -26.67774 -0.2682
C 24.18193 -4.61585 -26.03033 -0.4278
C 23.75999 -4.64850 -24.71772 -0.2559
H 23.45113 -1.30144 -24.15949 0.4586
H 24.25489 -1.22460 -26.58172 0.4746
H 24.78099 -3.37757 -27.67283 0.4315
H 24.45919 -5.54489 -26.50898 0.4405
H 23.52831 -5.56130 -24.18777 0.4705
F 19.09878 -5.50901 -22.17420 -0.3128
C 18.16231 -6.23435 -22.73077 0.3200
C 17.66218 -7.37072 -22.08732 -0.1864
C 16.67398 -8.08517 -22.70772 -0.4830
C 16.18294 -7.66521 -23.96809 -0.4385
C 16.66219 -6.51754 -24.60068 -0.6024
C 17.59318 -5.77881 -23.92700 -0.2918
H 18.05867 -7.62641 -21.11194 0.5083
H 16.13679 -8.84844 -22.16294 0.4363
H 15.33028 -8.22512 -24.33171 0.4818
H 16.24876 -6.24414 -25.56058 0.4850
H 18.03843 -4.84925 -24.27391 0.5639
```

Look up the strongest force on any atom of the first one.
6.09 eV/A

Which value of strongest force on any atom does entry 2 give?
5.35 eV/A

The highest energy above the lowest of the compared OMol25 structures with the same formula, charge and spin belongs to which entry?
C4H14N2O

The lowest energy above the lowest of the compared OMol25 structures with the same formula, charge and spin belongs to which entry?
C31H26F5InO3